Molecular formula: C32H35BrIrN6O3SSb
Method: DFT, wB97M-V/def2-TZVPD

Output
* charge: +3
* orbital gap (spin up / spin down): 6.153 / 3.456 eV
* relative energy (zero: lowest compared OMol25 entry of this formula, charge and spin): 92.45 kJ/mol
* strongest force on any atom: 2.20 eV/Å
* multiplicity: 2

Last column: Mulliken charge in e.
Geometry (Å):
Ir 0.248 -0.110 -0.211  1.92
Sb 1.934 -1.178 1.587  1.33
Br -2.468 -2.712 -6.865  -0.09
S -2.841 -0.040 0.275  0.27
O -1.422 0.011 1.007  -0.87
O -0.950 -0.406 -1.995  -0.65
O 1.020 -1.255 -1.600  -0.50
N 0.813 3.776 -0.165  1.27
N 0.114 3.889 0.940  -0.92
N 1.422 -2.475 -5.560  -0.55
N 1.228 4.861 -0.854  -0.61
N 1.019 2.573 -0.584  -0.90
N 0.411 1.815 0.328  0.39
C 5.300 -3.508 0.161  -0.83
C 0.632 -4.054 5.398  -0.58
C -0.976 -2.390 -5.782  -0.15
C 0.323 0.432 4.183  -1.35
C -3.907 0.486 1.629  -0.78
C -1.114 -1.878 -4.511  -0.41
C 0.310 -2.671 -6.260  -0.12
C 3.578 2.736 2.544  -0.95
C 2.860 3.195 3.634  -0.90
C 2.258 0.713 2.542  1.07
C 1.828 2.431 4.149  -0.52
C 1.834 -3.235 5.398  -0.58
C 0.058 -1.682 -3.769  0.23
C -0.138 2.623 1.234  -0.51
C 1.305 -2.456 3.206  0.59
C -0.205 -4.076 4.316  -0.87
C 3.266 1.497 1.993  -0.94
C 0.010 -1.104 -2.454  0.68
C -4.027 2.390 0.139  -0.93
C 1.296 -1.996 -4.334  -0.35
C 2.840 -3.710 -0.302  -1.17
C -0.760 -3.330 1.995  -0.93
C 2.155 -2.457 4.299  -0.80
C 6.218 -1.793 1.580  -0.93
C 3.865 -1.863 1.121  1.08
C 4.950 -1.260 1.756  -0.60
C 1.493 1.189 3.605  0.09
C 0.096 -3.306 3.191  0.94
C -3.907 2.009 1.611  -0.30
C 6.389 -2.910 0.778  -0.78
C 4.012 -3.007 0.323  0.37
C -3.030 1.522 -0.639  -0.12
H -3.330 1.270 -1.654  0.61
H 1.263 2.806 4.995  0.48
H -0.679 2.293 2.101  0.67
H 3.093 4.154 4.076  0.46
H 2.255 -3.039 -0.932  0.13
H -2.087 -1.650 -4.100  0.53
H -1.083 -4.707 4.328  0.52
H 1.949 4.657 -1.529  0.30
H -0.283 1.086 4.809  0.54
H 0.408 -4.667 6.263  0.47
H 3.819 1.152 1.126  0.65
H -1.598 -4.012 2.115  0.56
H 7.068 -1.333 2.065  0.48
H -3.542 0.003 2.534  0.39
H 2.475 -3.238 6.272  0.50
H 3.058 -1.858 4.305  0.50
H 2.186 -4.141 0.466  0.22
H 2.211 -1.837 -3.774  0.52
H 4.385 3.327 2.131  0.52
H -1.144 -2.321 1.797  0.03
H 0.644 -0.392 4.819  0.33
H -2.028 1.949 -0.675  -0.01
H -0.325 0.021 3.399  0.12
H 4.825 -0.391 2.386  0.54
H -2.983 2.391 2.046  0.05
H 1.286 5.684 -0.273  0.31
H -4.889 0.073 1.383  0.53
H -0.187 -3.646 1.115  0.23
H 7.377 -3.328 0.639  0.42
H 3.165 -4.541 -0.924  0.53
H -3.825 3.445 -0.039  0.37
H -4.734 2.397 2.205  0.48
H 5.451 -4.390 -0.449  0.46
H -5.039 2.190 -0.215  0.39
H 0.435 -3.077 -7.258  0.41